# C59H35F19GeN6SSn

A structure of composition C59H35F19GeN6SSn (ωB97M-V with the def2-TZVPD basis set, the OMol25 dataset).

Last column: Mulliken charge in e.
Atoms and positions in Å:
Sn1 -0.97016 -0.12839 -1.10759  1.454
C1 -3.54900 -1.89530 -2.31715  -1.085
N1 -3.43323 -0.60160 -1.69045  1.209
C2 -4.04401 0.44790 -2.52634  -0.954
C3 -3.97740 -0.61513 -0.31836  -1.370
C4 -3.49778 0.55135 0.60783  -0.217
N2 -2.71524 1.52672 -0.13045  0.032
C5 -2.17125 2.56562 0.52822  -0.981
C6 -1.81731 3.74378 -0.20071  0.523
F1 -2.21612 3.84288 -1.48463  -0.526
C7 -1.15599 4.81171 0.34841  0.332
F2 -0.85045 5.86386 -0.43887  -0.410
C8 -0.83943 4.86826 1.69928  -0.581
C9 -1.24984 3.78857 2.45209  0.232
F3 -1.01122 3.79492 3.78665  -0.447
C10 -1.88081 2.68530 1.91554  0.857
F4 -2.19275 1.68875 2.77187  -0.325
H1 -4.53405 -2.05261 -2.76227  0.122
H2 -3.33953 -2.68362 -1.59817  0.320
H3 -1.80800 -1.36763 -3.35399  -1.151
H4 -5.12596 0.27844 -2.62332  0.327
H5 -3.59257 0.44262 -3.51853  0.064
H6 -3.84958 1.41194 -2.06285  0.266
H7 -3.64410 -1.54973 0.13716  0.466
H8 -5.07390 -0.63778 -0.37043  0.340
H9 -2.95413 0.09103 1.43495  -0.186
H10 -4.38572 1.03496 1.03591  0.639
H11 -0.33422 5.71526 2.14163  0.523
C11 2.49360 3.11421 -0.53848  -0.969
C12 3.32196 2.67718 -1.56626  -0.791
C13 3.28233 1.34436 -1.95920  -0.510
C14 2.42171 0.48109 -1.31352  0.157
C15 1.66056 0.87235 -0.22961  0.371
C16 1.67964 2.21495 0.13796  -0.050
N3 2.33132 -0.89909 -1.87199  1.350
C17 1.92848 -1.96888 -0.90503  0.737
C18 2.85784 -2.22878 0.09720  -0.523
C19 2.68984 -3.30314 0.94140  -0.746
C20 1.57889 -4.13432 0.74839  -0.660
C21 0.65746 -3.86890 -0.23697  -0.876
C22 0.77554 -2.75042 -1.09850  -0.252
N4 -0.18143 -2.39555 -2.02635  1.308
N5 -0.80256 -3.50923 -2.50544  -1.353
C23 -1.86085 -3.41623 -3.26457  0.338
C24 -2.52927 -4.50662 -3.85320  -0.999
C25 -3.50157 -4.34767 -4.84895  -0.705
C26 -3.72066 -3.06481 -5.36592  -0.645
C27 -3.13953 -1.95571 -4.80896  -0.475
N6 -2.54489 -2.08214 -3.46366  2.018
H12 2.49910 4.15884 -0.25038  0.482
H13 3.98172 3.36965 -2.07416  0.418
H14 3.88123 0.99606 -2.79545  0.292
H15 1.15055 0.13836 0.39110  -1.112
H16 1.04491 2.54633 0.95506  0.748
H17 3.71833 -1.57238 0.20987  0.271
H18 3.40945 -3.49903 1.72825  0.403
H19 1.41716 -4.97805 1.41193  0.370
H20 -0.22147 -4.48625 -0.36075  0.448
H21 -2.16925 -5.48564 -3.56536  0.425
H22 -3.99901 -5.20874 -5.27609  0.350
H23 -4.30478 -2.92566 -6.26904  0.364
H24 -3.20660 -0.94992 -5.19020  0.361
F5 0.93432 -0.59114 7.08436  -0.408
C28 -0.37570 -0.80628 6.86122  0.512
C29 -0.87396 -0.82630 5.57042  0.021
C30 -2.24029 -1.01758 5.45374  -0.050
F6 -2.84579 -1.05367 4.26997  -0.136
C31 -3.06140 -1.18407 6.55975  -0.146
F7 -4.37994 -1.36461 6.41544  -0.325
C32 -2.51923 -1.16538 7.82373  0.763
F8 -3.30352 -1.32945 8.89451  -0.329
C33 -1.16411 -0.97330 7.98347  0.114
F9 -0.63925 -0.94728 9.21753  -0.330
Ge1 0.37669 -0.68180 4.00007  0.545
S1 -0.37799 -1.06924 2.07934  -0.810
C34 1.70448 -2.10291 4.60332  -0.440
C35 3.01866 -1.95942 5.00051  0.275
F10 3.58948 -0.74833 5.12974  -0.334
C36 3.83466 -3.03185 5.32356  0.158
F11 5.10657 -2.83966 5.70486  -0.347
C37 3.33262 -4.31094 5.26550  0.808
F12 4.10891 -5.35426 5.57871  -0.356
C38 2.01832 -4.50504 4.90359  0.167
F13 1.52069 -5.74801 4.86295  -0.370
C39 1.23221 -3.40786 4.59670  0.168
F14 -0.04605 -3.67266 4.30006  -0.434
C40 1.31135 1.06143 4.22553  -0.580
C41 0.90657 2.10149 5.04246  0.533
F15 -0.16386 1.99119 5.84309  -0.425
C42 1.57737 3.31089 5.09227  0.416
F16 1.17034 4.29163 5.90774  -0.400
C43 2.68414 3.50472 4.29767  0.792
F17 3.34150 4.66712 4.33988  -0.361
C44 3.12120 2.49450 3.46509  0.056
F18 4.21515 2.68042 2.71871  -0.404
C45 2.42310 1.30327 3.43616  0.473
F19 2.88535 0.34868 2.61738  -0.429
C46 1.42105 4.92350 -5.85042  -0.549
C47 2.07678 3.72437 -5.57109  -1.129
C48 1.50028 2.75797 -4.76280  0.325
C49 0.21566 2.94001 -4.18695  0.799
C50 -0.41973 4.17890 -4.47095  -0.970
C51 0.16266 5.13731 -5.27638  -0.618
C52 -0.45943 2.00549 -3.32017  -1.204
C53 -0.15949 0.68367 -2.98567  0.289
C54 0.74036 -0.14171 -3.76286  0.984
C55 0.54508 -0.23035 -5.16529  -0.050
C56 1.23096 -1.10556 -5.97437  -0.796
C57 2.19242 -1.96751 -5.42435  -1.177
C58 2.45178 -1.87674 -4.07709  -0.295
C59 1.74960 -0.98215 -3.26788  -0.261
H25 1.87662 5.67197 -6.48929  0.366
H26 3.06162 3.54206 -5.99267  0.355
H27 2.04759 1.84889 -4.55890  0.440
H28 -1.39184 4.36899 -4.02737  0.382
H29 -0.36395 6.06834 -5.46144  0.355
H30 -1.31954 2.44383 -2.82866  -0.228
H31 -0.20642 0.42624 -5.58784  0.448
H32 1.02036 -1.13535 -7.03710  0.405
H33 2.72386 -2.68469 -6.03798  0.376
H34 3.19051 -2.53405 -3.62114  0.363
H35 3.30461 -1.12609 -2.06886  0.982

Calculated values
DFT total energy, eV: -195499.646
Maximum force, hartree/bohr: 0.00955
Total charge: -2
Energy relative to the best compared isomer or geometry (same formula, charge and spin), kcal per mole: 0.0